# C43H109N9O15

A 8-piece molecular cluster, C43H109N9O15 overall in a non-equilibrium geometry (ωB97M-V/def2-TZVPD, the Open Molecules 2025 dataset).

```
176
Properties=species:S:1:pos:R:3:forces:R:3
C -1.9863 2.0071 -1.1161 -0.8 -0.9 0.8
O -1.7077 2.2573 0.2719 0.0 0.7 -0.9
C -2.0486 3.5973 0.5988 -0.6 0.4 0.8
C -0.9354 4.3394 1.3238 1.2 -0.5 -1.2
N 0.2676 4.1514 0.4982 -0.4 0.2 -0.4
C 1.4460 4.9893 0.6371 -0.3 -0.7 0.2
C 1.1216 6.4727 0.5943 -0.3 -0.2 0.3
O 2.2486 7.2665 0.3431 0.0 0.2 -0.9
C 3.1984 7.3215 1.3562 0.0 0.9 1.3
H -1.5019 2.7090 -1.7930 0.2 0.0 0.1
H -3.0745 2.0011 -1.2576 0.1 0.4 -0.2
H -1.7075 0.9640 -1.2802 0.3 0.2 -0.3
H -2.9569 3.5986 1.2169 0.1 -0.2 -0.1
H -2.2817 4.1763 -0.2989 0.1 -0.2 -0.1
H -0.7443 3.9955 2.3442 -0.5 0.2 0.3
H -1.1857 5.3967 1.2228 -0.1 0.0 0.7
H 0.4861 3.1726 0.3795 0.1 0.1 0.1
H 2.0717 4.6974 -0.2070 0.3 0.4 -0.1
H 2.0200 4.7823 1.5551 0.0 0.0 0.1
H 0.6689 6.7834 1.5425 0.0 0.0 0.2
H 0.3623 6.6798 -0.1614 0.3 0.0 -0.3
H 4.0563 6.6604 1.2343 -0.2 -0.3 -0.1
H 2.7222 7.1985 2.3382 0.1 -0.6 0.0
H 3.5742 8.3464 1.4613 0.1 0.0 -0.6
C -7.7891 -1.7855 6.3247 0.2 -0.2 -0.2
O -7.1023 -1.7819 5.0740 -1.0 -0.5 0.8
C -7.4495 -2.9519 4.3335 0.5 0.2 -2.1
C -6.2976 -3.9707 4.3104 0.0 1.0 1.7
N -5.0064 -3.3273 4.0724 0.4 -0.7 -1.0
C -4.7516 -3.1815 2.6371 -0.6 0.6 -0.9
C -4.3450 -4.4488 1.8767 -0.8 0.5 0.4
O -2.9963 -4.7721 2.0856 -0.3 -0.8 0.0
C -2.1431 -3.8984 1.4207 1.0 0.5 -0.4
H -7.5668 -0.8705 6.8674 0.3 -0.1 0.0
H -7.4848 -2.6813 6.8714 0.0 0.2 0.4
H -8.8763 -1.8210 6.2004 0.0 0.0 -0.2
H -7.6134 -2.5407 3.3285 0.0 -0.3 -0.1
H -8.3756 -3.4765 4.5849 -0.1 0.4 0.6
H -6.4906 -4.8179 3.6615 0.0 0.1 -0.4
H -6.2896 -4.3846 5.3289 0.2 -0.2 -0.1
H -5.0118 -2.3998 4.4737 -0.1 -0.1 0.2
H -3.9811 -2.4418 2.3962 0.1 0.0 0.6
H -5.6255 -2.7145 2.1335 0.0 -0.4 0.0
H -4.5639 -4.2974 0.8097 0.3 0.2 0.0
H -4.9947 -5.2828 2.1497 0.4 -0.2 0.3
H -2.5317 -3.5375 0.4661 -0.2 0.0 0.0
H -1.2007 -4.3918 1.1721 -0.1 -0.3 0.2
H -1.8691 -3.0271 2.0190 -0.2 0.1 0.1
C 6.5206 -2.8488 -9.0078 1.4 0.3 -1.3
O 5.6161 -3.0850 -7.9841 0.0 -0.7 0.1
C 4.3131 -2.8392 -8.4320 -1.4 0.7 0.4
C 3.3943 -2.6575 -7.2452 0.6 0.9 1.2
N 3.7968 -1.4919 -6.4272 0.0 -0.3 0.4
C 3.0038 -1.4139 -5.1892 0.2 0.3 -0.2
C 1.5096 -1.1872 -5.4314 0.1 0.7 0.4
O 0.9526 -0.3484 -4.4189 0.2 -0.3 0.1
C 0.6015 -1.0382 -3.2364 -0.3 -0.1 0.1
H 6.2288 -3.2332 -9.9955 -0.6 0.1 0.2
H 7.4995 -3.3241 -8.8934 -0.2 -0.1 0.9
H 6.7277 -1.7788 -9.1286 -0.2 0.1 0.0
H 3.8510 -3.6380 -9.0241 0.6 -0.2 -0.3
H 4.2782 -1.9065 -9.0064 0.1 0.0 -0.1
H 3.4153 -3.5574 -6.6057 -0.3 -0.1 -0.3
H 2.3839 -2.3793 -7.5519 0.0 -0.7 -0.3
H 4.7460 -1.6142 -6.0790 0.0 -0.1 -0.6
H 3.3882 -0.5395 -4.6594 -0.1 0.0 0.1
H 3.1625 -2.2959 -4.5490 -0.1 0.0 0.0
H 0.9886 -2.1512 -5.4725 -0.2 0.2 -0.2
H 1.3547 -0.5759 -6.3246 0.2 -0.5 -0.3
H 1.2975 -1.8437 -2.9786 0.1 0.0 -0.1
H -0.4081 -1.4549 -3.3335 0.1 -0.1 0.1
H 0.5925 -0.3263 -2.4101 0.0 0.0 0.0
C 3.2024 5.0342 -3.4146 -0.3 -0.3 0.5
O 3.6156 3.8253 -2.8001 -0.5 0.3 0.8
C 2.5550 2.8767 -2.8047 1.2 -1.1 -1.3
C 3.1480 1.5344 -2.4034 -0.9 -0.5 1.1
N 3.3325 1.5058 -0.8955 -0.3 1.0 -1.9
C 4.3791 0.5453 -0.5705 -0.5 0.6 0.5
C 4.6583 0.3817 0.9207 0.5 -0.6 0.1
O 3.9138 -0.7722 1.3375 0.2 0.4 0.8
C 4.3885 -1.2466 2.5930 0.0 0.6 0.0
H 2.2390 5.3689 -3.0134 -0.1 0.0 0.0
H 3.0785 4.8463 -4.4837 0.2 0.4 -0.1
H 3.9235 5.7996 -3.1495 0.2 0.0 -0.4
H 2.2769 2.7714 -3.8647 -0.6 0.0 0.3
H 1.7002 3.1118 -2.1653 0.0 0.4 0.0
H 4.0852 1.3683 -2.9484 0.1 0.1 0.1
H 2.4501 0.7415 -2.6872 0.1 0.1 0.0
H 3.5918 2.4931 -0.8333 0.7 -0.4 1.2
H 5.2896 0.7479 -1.1471 0.1 -0.2 0.1
H 3.9366 -0.4182 -0.8354 0.5 -0.1 -0.4
H 4.4587 1.2121 1.6105 -0.5 0.2 -0.5
H 5.7288 0.1851 1.0900 -0.1 -0.2 -0.2
H 5.3730 -1.6939 2.4353 -0.1 -0.4 0.3
H 3.6374 -1.8986 3.0333 0.2 -0.4 -0.3
H 4.5116 -0.4338 3.3226 0.0 0.1 -0.2
C 0.7349 0.0204 3.9972 0.9 0.0 0.3
O 0.8369 1.1319 4.8554 -0.5 -0.4 0.9
C 1.8177 2.0886 4.5601 0.0 -0.4 -0.5
C 1.6767 3.2092 5.5747 -0.5 -1.0 0.0
N 0.2589 3.5473 5.7069 1.2 0.9 -0.9
C 0.0508 4.7631 6.4931 -0.5 -0.8 0.1
C -1.2673 5.4628 6.1792 0.3 -0.1 2.0
O -2.3314 4.9415 7.0007 -0.2 -0.4 -1.3
C -3.2553 4.1044 6.3338 -0.8 -0.6 -0.1
H 1.6968 -0.5199 3.9541 0.1 0.3 -0.4
H 0.4164 0.3527 3.0072 -0.1 -0.4 -0.1
H 0.0932 -0.7186 4.4715 -0.6 0.3 -0.2
H 1.6555 2.4102 3.5189 0.2 0.3 0.1
H 2.8138 1.6311 4.6752 0.0 0.1 -0.3
H 2.2931 4.0504 5.2638 -0.2 0.2 0.0
H 2.0911 2.7876 6.5079 0.0 0.4 0.1
H -0.2096 2.7047 6.0076 -0.3 0.3 0.3
H 0.8268 5.4975 6.2753 0.3 -0.2 -0.1
H 0.1123 4.4937 7.5549 -0.1 0.6 0.2
H -1.4219 5.4340 5.1030 -0.5 0.0 0.0
H -1.1918 6.4842 6.5698 0.1 0.1 -0.5
H -3.0719 3.0188 6.4104 0.5 0.3 0.2
H -3.3570 4.2929 5.2571 0.2 0.3 0.1
H -4.2495 4.2460 6.7756 0.2 0.2 0.0
C -4.0923 -1.0134 -0.6954 0.1 -0.2 0.9
O -5.2090 -0.5872 0.0557 0.1 0.1 -0.2
C -6.3703 -0.3107 -0.7086 0.9 -0.3 0.5
C -7.2818 0.4124 0.2365 -1.7 0.6 -0.9
N -6.7548 1.7159 0.5432 0.5 0.3 0.2
C -7.5818 2.5790 1.3441 -0.6 0.4 -0.4
C -6.9971 3.9731 1.4209 0.1 0.4 0.7
O -5.6097 3.9325 1.6979 0.2 -0.1 0.3
C -5.1534 5.2404 1.9565 0.0 0.2 -1.5
H -4.3484 -1.9292 -1.2366 0.2 0.1 -0.3
H -3.3283 -1.2165 0.0526 0.1 -0.3 -0.2
H -3.6560 -0.2415 -1.3356 -0.5 0.0 -0.3
H -6.7842 -1.2378 -1.1290 -0.2 0.0 0.2
H -6.0924 0.3328 -1.5539 -0.2 0.1 0.1
H -7.6540 -0.1542 1.1026 0.7 -0.3 0.1
H -8.2110 0.5896 -0.3329 0.0 0.0 0.0
H -5.8054 1.6910 0.8973 -0.1 -0.2 0.0
H -7.8492 2.2363 2.3613 0.4 -0.3 -0.2
H -8.5408 2.7175 0.8194 0.0 -0.2 0.1
H -7.4483 4.5270 2.2567 -0.4 -0.2 0.0
H -7.2044 4.5884 0.5377 0.2 -0.3 -0.3
H -4.0773 5.2603 2.1127 -0.1 -0.3 0.6
H -5.7340 5.7423 2.7320 0.2 -0.1 0.3
H -5.2756 5.8039 1.0145 -0.2 0.3 0.3
C 6.1008 -8.5377 -5.3737 0.6 -0.3 0.3
O 5.7038 -7.5754 -4.4409 0.6 -0.1 1.1
C 6.3049 -6.2858 -4.4748 -1.7 -0.4 -0.5
C 5.9548 -5.5397 -3.1985 0.2 -1.1 0.1
N 4.5414 -5.6419 -2.7563 1.5 1.2 0.4
C 4.2823 -4.5204 -1.8371 -2.0 -0.1 0.4
C 2.8726 -4.7255 -1.2592 0.0 0.6 -0.1
O 1.9499 -4.5102 -2.3010 0.0 -0.1 0.2
C 0.6027 -4.4502 -1.8815 -0.7 0.1 -1.7
H 5.8537 -8.3048 -6.4157 -0.4 0.1 0.1
H 5.6273 -9.4451 -5.0021 -0.2 -0.1 -0.6
H 7.1824 -8.7498 -5.3619 0.0 0.3 0.2
H 5.7777 -5.8577 -5.3369 0.8 0.8 -0.1
H 7.3972 -6.2762 -4.5337 0.0 -0.3 -0.5
H 6.2993 -4.5207 -3.3698 -0.4 0.3 0.2
H 6.5867 -5.9773 -2.4103 0.2 0.3 0.0
H 4.5107 -6.4753 -2.1759 -0.2 -0.2 -0.3
H 4.2006 -3.5842 -2.3923 0.4 0.0 -0.1
H 4.9275 -4.3557 -0.9598 0.5 -0.4 -0.4
H 2.6081 -4.0038 -0.4742 0.6 0.0 0.2
H 2.7854 -5.7301 -0.8227 -0.1 -0.1 -0.1
H 0.0614 -4.6916 -2.8066 -0.2 -0.5 0.3
H 0.2109 -3.4396 -1.7062 0.6 0.0 0.8
H 0.3386 -5.1667 -1.1034 0.1 0.1 0.1
N 0.3375 0.2949 0.4032 -0.8 -2.1 -0.3
C 0.1553 -1.0935 0.3085 -0.7 0.9 0.1
N 1.3175 -1.8152 0.6113 -2.1 0.1 -0.6
O -0.9521 -1.5978 -0.0113 2.6 0.8 0.5
H -0.4388 0.9045 0.1376 0.8 -0.3 0.6
H 1.2537 0.6369 0.6175 0.2 0.4 -0.3
H 1.1410 -2.8027 0.7215 0.3 0.2 0.1
H 2.1004 -1.3668 1.0590 0.2 0.0 -0.1
```
Forces are in eV/Å.

Kohn-Sham gap: 0.3183 hartree
E_tot: -90471.3908 eV
SMILES: COCCNCCOC.COCCNCCOC.COCCNCCOC.COCCNCCOC.COCCNCCOC.COCCNCCOC.COCCNCCOC.NC(N)=O
LUMO: 0.0179 Eh
HOMO energy: -8.2 eV
ΔE to the lowest compared entry with this formula, charge and spin: 0.0 kJ/mol